(1)
Formula: C28H23NOP
Source: the Open Molecules 2025 dataset
Level of theory: wB97M-V/def2-TZVPD

Last column: Mulliken charge in e.
Geometry (Å):
C  2.011  -4.168  0.337  -0.54
C  2.043  -3.016  -0.464  -0.47
C  1.781  -1.763  0.105  -0.49
C  1.364  -1.663  1.436  0.08
P  0.685  -0.099  2.059  1.06
C  1.962  1.122  1.587  -0.02
C  1.554  2.260  0.891  0.05
C  2.498  3.135  0.341  -0.49
C  3.854  2.922  0.555  -0.52
C  4.269  1.837  1.336  -0.50
C  3.327  0.927  1.847  -0.47
N  -0.492  0.378  0.932  0.19
C  -1.456  -0.392  0.345  -0.42
C  -2.855  0.075  0.840  -0.47
C  -3.897  -0.844  0.957  -0.35
C  -5.204  -0.365  1.034  -0.43
C  -5.482  1.028  1.030  -0.49
C  -4.415  1.945  1.063  -0.58
C  -3.070  1.462  1.022  -0.22
O  0.434  -0.144  3.538  -0.92
C  1.371  -2.807  2.253  -0.61
C  1.711  -4.053  1.708  -0.36
H  2.216  -5.145  -0.124  0.34
H  2.253  -3.082  -1.538  0.39
H  1.851  -0.863  -0.512  0.49
H  0.488  2.431  0.741  0.23
H  2.143  3.977  -0.248  0.36
H  4.582  3.611  0.144  0.36
H  5.336  1.696  1.544  0.35
H  3.661  0.069  2.438  0.36
H  -1.360  -1.504  0.590  0.35
H  -3.672  -1.929  0.945  0.34
H  -6.035  -1.074  0.984  0.34
H  -6.509  1.421  0.914  0.31
H  -4.590  3.039  1.002  0.33
H  -2.208  2.147  1.051  0.32
H  1.100  -2.746  3.308  0.41
H  1.737  -4.962  2.325  0.36
C  -1.692  -0.448  -1.138  1.71
C  -1.359  -1.795  -1.682  -1.22
C  -0.288  -1.688  -2.528  -0.87
C  0.153  -0.307  -2.617  -0.30
C  -0.679  0.448  -1.803  -0.16
C  -0.653  1.844  -1.822  -0.10
C  0.374  2.445  -2.608  -0.51
C  1.345  1.679  -3.289  -0.70
C  1.216  0.297  -3.324  -0.62
H  -2.775  -0.123  -1.376  0.60
H  -1.905  -2.682  -1.467  0.46
H  0.202  -2.455  -3.116  0.50
H  -1.430  2.453  -1.304  0.35
H  0.402  3.561  -2.611  0.36
H  2.155  2.203  -3.796  0.36
H  1.950  -0.295  -3.836  0.45

Calculated values
Total charge: -1
Structure (SMILES): [O-]P(=N[C@@H](c1ccccc1)[C@@H]1C=Cc2ccccc21)(c1ccccc1)c1ccccc1
E_tot (eV): -42236.8012

***

(2)
Formula: C28H24Cl4CrN5O11SSb
Source: the Open Molecules 2025 dataset
Level of theory: wB97M-V/def2-TZVPD

Last column: Mulliken spin population.
Geometry (Å):
Cr  -0.327  0.972  0.498  1.06
Cl  -4.490  6.144  -0.395  0.00
C  -3.083  5.175  -0.156  0.00
C  -1.832  5.777  -0.034  -0.01
Cl  -1.680  7.492  -0.130  0.00
C  -0.692  4.994  0.168  -0.01
Cl  0.879  5.684  0.307  0.00
C  -0.831  3.622  0.259  0.02
O  0.167  2.747  0.440  -0.01
C  -2.082  3.014  0.146  0.01
O  -2.056  1.690  0.268  -0.02
C  -3.210  3.786  -0.078  -0.01
Cl  -4.732  2.997  -0.263  0.00
C  0.566  -5.660  -2.174  0.00
C  0.787  -5.136  -0.758  0.00
Sb  1.535  -3.103  -0.700  0.00
C  1.263  -2.985  1.453  0.00
C  2.317  -3.691  2.299  0.00
C  3.666  -3.525  -0.777  0.00
C  4.145  -4.936  -0.453  0.00
H  0.131  -6.662  -2.168  0.00
H  1.506  -5.714  -2.728  0.00
H  -0.110  -5.014  -2.737  0.00
H  1.476  -5.776  -0.205  0.00
H  -0.155  -5.111  -0.203  0.00
H  0.275  -3.419  1.637  0.00
H  1.198  -1.932  1.725  0.00
H  2.346  -4.760  2.085  0.00
H  2.099  -3.577  3.364  0.00
H  3.313  -3.284  2.125  0.00
H  4.136  -2.793  -0.114  0.00
H  3.960  -3.255  -1.794  0.00
H  4.050  -5.162  0.608  0.00
H  5.199  -5.050  -0.715  0.00
H  3.586  -5.692  -1.008  0.00
O  -1.250  -0.518  1.568  -0.02
C  -1.499  -1.073  0.463  -0.01
O  -0.810  -0.733  -0.542  -0.02
C  -2.587  -2.068  0.289  0.01
C  -3.548  -2.225  1.276  0.00
C  -4.593  -3.098  1.040  0.00
C  -4.711  -3.818  -0.131  0.00
C  -3.717  -3.654  -1.076  0.00
C  -2.657  -2.789  -0.896  0.00
N  -3.811  -4.420  -2.337  0.00
O  -2.886  -4.324  -3.114  0.00
O  -4.805  -5.093  -2.507  0.00
N  -5.640  -3.258  2.072  0.00
O  -6.558  -4.010  1.821  0.00
O  -5.508  -2.630  3.099  0.00
H  -3.488  -1.668  2.200  0.00
H  -5.547  -4.478  -0.304  0.00
H  -1.901  -2.666  -1.660  0.00
O  7.765  -0.597  3.237  0.00
S  8.790  -0.471  2.221  0.00
O  9.567  0.752  2.280  0.00
O  9.546  -1.679  1.957  0.00
C  7.850  -0.230  0.676  0.00
N  8.546  -0.138  -0.464  0.00
C  7.852  0.083  -1.566  0.00
C  6.470  0.235  -1.574  0.00
C  5.846  0.115  -0.346  0.00
N  6.530  -0.126  0.767  0.00
C  4.376  0.251  -0.155  0.00
C  3.471  0.266  -1.210  -0.01
C  2.123  0.376  -0.945  0.02
N  1.643  0.497  0.300  -0.03
C  2.515  0.494  1.321  0.02
C  3.871  0.358  1.140  -0.01
H  8.419  0.148  -2.489  0.00
H  5.937  0.451  -2.488  0.00
H  3.793  0.168  -2.236  0.00
H  1.391  0.366  -1.741  0.00
H  2.095  0.590  2.316  0.00
H  4.555  0.325  1.978  0.00

Calculated values
Energy above the lowest of the compared OMol25 structures with the same formula, charge and spin (kJ/mol): 2.2
Total charge: -1
⟨S²⟩: 0.78
E_tot (eV): -155279.8012
Multiplicity: 2

***

(3)
Formula: C28H24ClFN2O7PS
Source: the Open Molecules 2025 dataset
Level of theory: wB97M-V/def2-TZVPD

Last column: Mulliken charge in e.
Geometry (Å):
C  2.511  -0.319  4.463  -0.15
C  1.902  0.266  3.616  -1.16
C  1.256  1.258  2.881  1.05
N  0.004  1.687  3.054  0.30
C  -0.922  1.091  4.033  -1.29
C  -1.336  -0.338  3.649  0.64
C  -2.749  -0.673  4.129  -1.27
Cl  -1.203  -0.595  1.878  -0.14
C  -0.265  2.686  2.126  -0.64
P  -1.867  3.535  2.015  0.18
S  -3.193  2.567  0.999  -0.32
C  0.857  2.825  1.386  0.21
N  1.784  1.931  1.836  0.19
C  3.128  1.705  1.331  -0.79
C  3.196  0.376  0.620  0.69
O  3.939  -0.495  0.903  -0.43
F  2.308  0.260  -0.344  -0.22
H  3.030  -0.860  5.211  0.52
H  -1.768  1.752  4.112  0.36
H  -0.379  1.037  4.968  0.26
H  -0.632  -1.028  4.089  0.29
H  -3.268  0.196  4.517  0.37
H  -3.329  -1.053  3.300  0.33
H  -2.720  -1.433  4.896  0.36
H  -1.655  4.851  1.586  0.07
H  -2.263  3.673  3.358  0.11
H  1.018  3.496  0.567  0.66
H  3.837  1.644  2.141  0.36
H  3.419  2.514  0.675  0.46
C  1.771  -3.531  0.977  -0.21
C  1.629  -3.244  -0.313  -0.25
C  0.961  -4.193  -1.238  0.45
O  0.830  -3.933  -2.415  -0.56
C  0.451  -5.467  -0.672  -0.26
C  0.593  -5.750  0.620  -0.53
C  1.263  -4.805  1.546  0.18
O  1.388  -5.052  2.727  -0.56
H  2.258  -2.858  1.673  0.44
H  1.990  -2.321  -0.748  0.42
H  -0.046  -6.136  -1.366  0.38
H  0.226  -6.671  1.056  0.45
C  0.976  7.586  -2.661  -0.38
C  0.496  6.377  -2.376  -0.40
C  0.337  5.929  -0.976  0.47
O  -0.102  4.817  -0.722  -0.57
C  0.724  6.868  0.101  -0.10
C  1.204  8.077  -0.177  -0.46
C  1.368  8.533  -1.585  0.26
O  1.803  9.630  -1.837  -0.50
H  1.102  7.936  -3.677  0.42
H  0.202  5.673  -3.143  0.44
H  0.594  6.518  1.119  0.40
H  1.493  8.781  0.593  0.43
C  -1.300  -4.582  -5.841  -0.49
C  -1.166  -5.118  -4.631  -0.10
C  -2.202  -6.020  -4.073  0.52
O  -2.078  -6.507  -2.966  -0.54
C  -3.392  -6.305  -4.910  -0.38
C  -3.527  -5.769  -6.120  -0.44
C  -2.490  -4.864  -6.682  0.35
O  -2.614  -4.376  -7.783  -0.54
H  -0.557  -3.920  -6.268  0.43
H  -0.310  -4.928  -3.996  0.39
H  -4.134  -6.968  -4.482  0.42
H  -4.386  -5.962  -6.749  0.40

Calculated values
Energy above the lowest of the compared OMol25 structures with the same formula, charge and spin (kJ/mol): 0.0
Total charge: +1
E_tot (eV): -82090.4663